[1]
{"formula": "C6H4N2O3", "method": "wB97M-V/def2-TZVPD", "orbital_gap_ha": [0.28503, 0.27678], "total_charge": 0, "elements": ["C", "C", "C", "C", "C", "C", "N", "N", "O", "O", "O", "H", "H", "H", "H"], "positions_angstrom": [[0.0752, 1.8169, 0.5593], [1.4642, -0.7644, -0.4186], [0.3215, -1.2404, 0.3255], [1.5301, 0.2050, -1.3564], [-0.8038, -0.5828, 0.5688], [-0.3516, 1.4104, -0.6956], [0.4718, 2.1724, 1.5963], [-2.0461, -0.7712, 1.0894], [-1.9881, -1.3680, 2.1597], [-3.0636, -0.4253, 0.5106], [0.4807, 1.0261, -1.7319], [2.4206, -1.1334, -0.3650], [0.4708, -2.1687, 0.7030], [2.4063, 0.4377, -1.8643], [-1.3880, 1.3855, -1.0809]], "lowdin_charge": [-0.25, -0.04, -0.02, -0.07, 0.05, -0.06, 0.19, -0.41, 0.10, 0.09, -0.01, 0.09, 0.09, 0.11, 0.15]}



[2]
{"formula": "C6H9N2O2", "method": "wB97M-V/def2-TZVPD", "orbital_gap_ha": 0.24735, "total_charge": -1, "elements": ["C", "C", "O", "O", "H", "H", "H", "C", "C", "C", "C", "N", "N", "H", "H", "H", "H", "H", "H"], "positions_angstrom": [[-1.6020, 2.7941, 1.4312], [-0.2240, 2.3886, 0.6991], [0.4466, 1.6404, 1.4176], [0.1530, 2.9035, -0.3951], [-1.9112, 1.8698, 1.9395], [-2.4125, 3.1394, 0.7907], [-1.2975, 3.4925, 2.2239], [-0.8494, -1.5163, 0.5886], [0.3367, -1.5984, -0.2928], [2.1305, -0.7776, -1.1597], [0.5663, -2.2846, -1.5098], [1.3105, -0.6475, -0.1279], [1.7104, -1.7332, -2.0355], [2.8320, -0.0205, -1.5270], [-1.6813, -1.1533, 0.0345], [-0.6965, -0.7819, 1.3864], [2.2875, -2.1148, -2.7666], [0.0442, -3.1381, -1.8035], [-1.1434, -2.4621, 1.1062]], "lowdin_charge": [-0.06, -0.79, -0.12, -0.14, 0.03, 0.03, 0.05, -0.06, -0.33, -0.20, -0.08, 0.12, 0.01, 0.12, 0.06, 0.07, 0.13, 0.07, 0.07]}



Number 1: M 152.109 g/mol. Number 2: M 141.150 g/mol.